No. 1
{"formula": "C32H31LaNP2S9", "method": "ωB97M-V/def2-TZVPD", "orbital_gap_ev": 5.662, "relative_energy_kj_mol": 48.5, "total_charge": -1, "multiplicity": 1, "symbols": ["H", "H", "C", "H", "H", "C", "H", "C", "C", "N", "H", "S", "S", "P", "C", "H", "S", "H", "C", "P", "C", "C", "H", "H", "C", "H", "C", "H", "H", "C", "C", "H", "C", "H", "H", "S", "La", "C", "C", "H", "H", "S", "H", "C", "H", "S", "C", "H", "C", "C", "H", "C", "C", "S", "C", "C", "C", "C", "C", "H", "C", "H", "C", "C", "H", "C", "H", "S", "S", "H", "H", "H", "C", "H", "C", "H"], "positions_angstrom": [[3.504, 3.955, 0.397], [-1.214, -0.901, -2.858], [-1.313, 1.175, -2.349], [-5.785, 1.632, 4.469], [3.985, 1.412, -2.067], [3.142, 1.654, 3.691], [-0.393, 2.870, 1.163], [-5.304, 1.254, 3.577], [-2.325, -3.812, -0.245], [-1.069, 1.379, -1.056], [-3.687, 3.512, -2.887], [2.096, -2.259, -0.031], [1.077, -0.284, -2.473], [1.739, 2.350, -0.219], [4.365, -0.309, 1.377], [4.469, -0.819, 2.328], [-1.304, -2.753, 2.148], [1.250, -4.314, -5.231], [-2.704, 3.108, -1.020], [1.999, 0.941, 2.413], [1.628, -0.647, 3.300], [-0.644, 0.014, -3.054], [2.395, -1.401, 3.120], [3.798, 0.871, 4.076], [-3.303, 0.874, 2.272], [6.111, -1.228, 0.544], [2.141, -4.166, -1.961], [-2.085, 3.340, 1.471], [0.657, -1.077, 3.017], [1.837, -2.829, -1.667], [4.094, 0.946, -1.095], [-3.325, 1.808, 4.196], [-5.421, 0.154, 1.435], [1.739, 2.407, -2.686], [1.120, 3.891, -1.954], [-1.330, -2.980, -1.411], [-0.364, -0.893, 0.266], [-1.751, 2.327, -0.393], [-1.436, 2.566, 1.063], [2.439, 3.626, 1.781], [1.569, -0.421, 4.365], [-5.180, -6.848, 0.650], [0.806, -1.928, -4.794], [3.290, 0.542, 1.154], [5.845, -0.152, -1.660], [-3.423, -4.806, 1.927], [1.166, -2.567, -3.996], [2.518, -4.782, -1.155], [-6.045, 0.658, 2.556], [3.174, 1.212, -0.088], [-3.252, 3.849, -0.455], [1.901, 3.131, -1.887], [2.471, 3.789, 0.705], [-1.545, 1.132, 2.199], [-3.935, 1.354, 3.424], [-2.236, 1.945, -3.049], [5.288, -0.545, 0.372], [-4.075, -5.615, 0.559], [5.140, 0.063, -0.866], [-2.411, 1.757, -4.100], [-2.947, 2.913, -2.371], [2.557, 2.070, 4.514], [1.355, -2.033, -2.723], [1.924, -4.697, -3.218], [3.754, 2.442, 3.256], [-2.307, -3.731, 1.100], [-7.122, 0.577, 2.648], [-3.328, -0.450, -0.191], [-3.446, -4.986, -0.911], [2.138, -5.744, -3.401], [-0.632, 0.197, -4.127], [-5.993, -0.332, 0.655], [-4.022, 0.228, 1.249], [2.874, 3.610, -2.019], [1.425, -3.901, -4.245], [1.880, 4.680, 0.477]], "forces_ev_per_angstrom": [[0.01, 0.03, 0.01], [-0.08, 0.02, -0.05], [0.11, 0.05, -0.05], [0.00, -0.02, 0.00], [0.02, 0.01, 0.02], [-0.19, -0.03, -0.01], [0.00, 0.09, -0.03], [0.00, 0.03, 0.01], [-0.12, -0.06, -0.15], [-0.14, 0.10, -0.07], [-0.01, -0.02, 0.01], [0.53, -0.14, -0.08], [-0.25, 0.04, 0.27], [0.53, 0.40, -0.37], [-0.05, 0.08, 0.01], [-0.01, -0.01, -0.01], [-0.05, -0.16, 0.33], [0.00, 0.00, 0.01], [0.05, 0.08, -0.04], [0.50, -0.19, 0.59], [0.02, -0.04, -0.46], [0.25, -0.13, -0.02], [-0.01, -0.03, 0.09], [0.04, 0.04, 0.01], [-0.09, 0.01, 0.17], [-0.02, -0.01, -0.01], [-0.12, 0.05, -0.17], [0.00, 0.04, -0.05], [0.17, 0.04, 0.06], [0.10, 0.16, -0.05], [-0.04, 0.03, 0.06], [-0.03, 0.02, 0.00], [0.09, 0.02, 0.00], [0.01, 0.01, 0.01], [0.00, 0.01, -0.01], [-0.05, -0.19, -0.01], [-0.49, 0.01, -0.25], [0.04, 0.02, 0.05], [0.00, -0.24, 0.10], [-0.02, 0.01, 0.00], [-0.02, -0.02, 0.02], [-0.06, -0.02, -0.01], [0.00, 0.00, 0.01], [-0.09, 0.33, -0.29], [-0.01, -0.01, 0.00], [0.03, -0.01, -0.08], [0.01, 0.03, 0.04], [-0.03, -0.03, -0.02], [0.02, -0.04, -0.03], [-0.13, -0.18, 0.48], [0.00, -0.01, 0.01], [0.15, -0.22, 0.08], [-0.19, -0.04, -0.03], [-0.27, 0.12, -0.25], [0.07, 0.01, -0.10], [-0.05, 0.02, -0.05], [0.05, -0.01, -0.01], [0.04, 0.09, 0.02], [0.01, 0.00, -0.01], [0.02, -0.01, 0.01], [0.02, 0.02, 0.01], [0.03, -0.02, 0.02], [0.09, -0.03, -0.16], [0.00, 0.06, 0.02], [-0.02, 0.02, -0.02], [-0.14, -0.03, 0.20], [0.01, -0.02, 0.00], [-0.16, -0.24, 0.20], [0.01, 0.01, 0.09], [0.00, 0.01, 0.00], [-0.09, -0.01, -0.02], [-0.03, 0.00, 0.03], [-0.02, 0.11, -0.04], [-0.01, 0.00, -0.07], [0.02, -0.04, 0.00], [0.02, 0.01, 0.02]]}



No. 2
{"formula": "C32H31N6O5SSiTi", "method": "ωB97M-V/def2-TZVPD", "s_squared": 0.757, "orbital_gap_ev": [7.169, 7.028], "relative_energy_kj_mol": 0.0, "total_charge": 0, "multiplicity": 2, "symbols": ["H", "C", "C", "C", "H", "S", "C", "C", "Si", "H", "H", "H", "C", "O", "H", "H", "C", "N", "O", "H", "C", "H", "H", "C", "Ti", "C", "H", "H", "C", "N", "C", "H", "C", "C", "H", "C", "H", "H", "N", "H", "O", "H", "C", "H", "H", "C", "C", "H", "C", "C", "H", "O", "C", "C", "C", "H", "H", "C", "C", "C", "H", "N", "N", "H", "N", "C", "H", "C", "C", "C", "O", "H", "C", "H", "H", "H", "C"], "positions_angstrom": [[1.525, -4.853, -3.614], [-4.382, -3.839, 2.833], [0.814, 3.465, -2.186], [-1.476, 2.521, -2.698], [2.135, -6.569, -1.935], [-2.978, 1.174, 0.784], [-2.667, -2.907, 0.805], [-3.838, -3.607, 0.502], [-1.509, -2.278, -0.555], [-1.941, 3.413, -2.274], [-5.590, -4.607, 1.236], [-2.142, 1.672, -2.537], [-6.177, 0.308, 3.849], [-2.747, 2.607, 0.703], [-7.135, 0.556, 5.637], [-5.680, 2.227, 4.683], [-5.464, 1.510, 3.900], [1.534, -1.644, 0.432], [0.922, 1.013, -3.796], [2.448, 0.951, 2.563], [-0.814, 1.070, 2.259], [-0.053, -3.060, -3.035], [1.126, -6.480, 0.325], [1.424, 1.215, 2.804], [-0.080, -0.141, -0.033], [-4.938, -0.329, 1.883], [-2.379, -2.105, -1.754], [-3.933, 2.712, 2.995], [-3.224, -3.150, 3.164], [-7.177, 0.047, 4.770], [2.572, -3.188, 1.910], [-7.442, -0.917, 4.880], [2.670, -3.720, 3.241], [-0.250, 2.293, 4.062], [1.858, 2.402, 4.547], [1.098, -4.815, -2.619], [1.041, 3.630, -3.239], [-1.495, -2.135, 2.432], [2.749, -4.131, 4.310], [-4.718, -1.040, 1.097], [0.585, -0.003, -1.839], [1.030, -1.789, 2.435], [1.102, 2.011, 3.883], [-0.473, -4.705, 0.898], [-2.978, -2.967, 4.202], [-0.123, 2.280, -2.050], [-5.903, -0.606, 2.828], [0.345, 4.362, -1.777], [-4.495, 1.790, 2.958], [-4.689, -4.067, 1.499], [-0.574, 2.916, 4.889], [-0.301, 1.981, -0.644], [-0.384, -3.735, -1.020], [0.875, -5.726, -0.411], [-4.237, 0.870, 1.949], [-1.337, 2.666, -3.768], [-1.078, 2.457, -0.289], [3.366, -3.676, 0.875], [-2.386, -2.691, 2.156], [0.521, 1.030, -2.661], [3.798, -3.488, -1.221], [0.477, 0.741, 2.001], [-1.214, 1.839, 3.272], [-6.451, -1.540, 2.782], [-1.621, 0.484, 1.341], [2.289, -2.118, -0.568], [-5.043, -4.198, 3.613], [1.667, -2.170, 1.647], [3.220, -3.127, -0.383], [0.200, -3.809, -2.290], [-3.273, 0.471, -0.432], [4.071, -4.474, 1.062], [1.442, -5.777, -1.678], [1.747, 3.281, -1.653], [2.124, -1.662, -1.534], [-4.091, -3.793, -0.537], [-0.026, -4.719, -0.092]], "forces_ev_per_angstrom": [[0.00, 0.00, 0.00], [0.02, 0.00, 0.02], [-0.01, 0.06, -0.07], [-0.02, 0.00, -0.06], [0.00, 0.00, 0.00], [-0.12, 0.13, 0.24], [-0.01, -0.04, 0.10], [0.02, 0.01, -0.07], [0.02, 0.20, -0.09], [-0.01, 0.00, 0.00], [0.00, 0.00, -0.01], [0.01, 0.00, 0.02], [-0.01, 0.00, 0.01], [0.05, -0.03, -0.06], [0.01, 0.00, 0.00], [0.00, 0.00, 0.00], [0.01, 0.02, 0.00], [-0.23, 0.18, -0.06], [-0.01, 0.16, -0.09], [0.00, -0.02, 0.00], [0.02, -0.01, 0.06], [0.00, -0.01, 0.00], [0.00, 0.00, 0.01], [-0.11, -0.03, 0.00], [0.34, -0.04, 0.06], [0.00, 0.01, 0.00], [0.01, -0.02, -0.03], [0.00, 0.00, 0.00], [-0.02, -0.05, -0.01], [-0.01, 0.00, 0.00], [0.01, 0.01, 0.04], [0.00, 0.00, 0.00], [-0.01, 0.02, 0.00], [0.05, -0.04, -0.02], [-0.01, 0.01, 0.00], [-0.01, -0.01, -0.02], [0.00, 0.00, 0.01], [-0.01, 0.01, 0.01], [0.00, -0.01, 0.00], [-0.02, 0.00, 0.00], [-0.04, 0.20, 0.14], [-0.02, 0.05, -0.01], [-0.07, 0.05, 0.03], [-0.01, -0.01, 0.01], [0.00, 0.01, 0.00], [0.04, -0.01, 0.04], [-0.02, 0.03, 0.01], [0.00, 0.00, 0.01], [-0.03, -0.01, -0.02], [0.00, 0.01, 0.01], [0.01, 0.01, 0.01], [-0.12, -0.09, -0.01], [-0.03, -0.15, 0.06], [0.02, -0.02, -0.02], [-0.04, -0.01, 0.04], [-0.01, 0.01, 0.00], [-0.01, 0.03, 0.00], [0.03, -0.02, -0.02], [0.06, 0.00, -0.02], [0.08, -0.37, 0.12], [0.00, 0.02, -0.01], [-0.01, -0.02, -0.10], [0.05, 0.03, 0.02], [0.01, 0.01, -0.01], [0.17, -0.03, -0.17], [0.10, -0.07, -0.01], [0.00, 0.00, 0.00], [0.11, -0.16, -0.07], [-0.08, 0.05, 0.08], [0.00, 0.04, -0.01], [-0.10, -0.08, -0.06], [-0.01, 0.00, 0.01], [-0.01, -0.02, 0.00], [0.00, -0.02, 0.01], [0.00, -0.01, -0.01], [-0.01, 0.00, 0.01], [-0.01, 0.03, -0.01]]}



No. 3
{"formula": "C32H32AgF6N4O3SeSi", "method": "ωB97M-V/def2-TZVPD", "orbital_gap_ev": 2.730, "relative_energy_kj_mol": 109.5, "total_charge": -1, "multiplicity": 1, "symbols": ["H", "N", "C", "H", "C", "C", "H", "C", "C", "H", "H", "H", "F", "C", "C", "C", "H", "C", "F", "C", "C", "H", "H", "H", "H", "N", "C", "H", "C", "C", "H", "H", "C", "O", "C", "C", "C", "C", "C", "F", "H", "O", "C", "H", "H", "H", "H", "C", "F", "C", "C", "H", "C", "C", "N", "H", "H", "H", "H", "H", "C", "H", "O", "H", "C", "C", "C", "H", "F", "Ag", "H", "H", "N", "Se", "C", "H", "C", "F", "H", "Si"], "positions_angstrom": [[2.940, 5.700, -5.407], [-3.826, 5.538, -3.153], [0.640, 3.462, -0.278], [-1.229, 5.502, -4.010], [-1.394, 5.114, -3.016], [-2.823, 4.422, -1.235], [-1.698, -3.069, 2.864], [2.993, 2.307, -0.610], [-1.231, 1.440, -3.091], [0.973, 7.192, -3.521], [-2.900, 7.949, -5.409], [-2.978, 7.644, -1.701], [-2.248, -0.992, 7.379], [-1.756, 3.964, -0.519], [0.348, -2.506, 5.382], [-0.290, 4.606, -2.319], [1.440, -2.229, 1.206], [0.744, -1.418, 4.628], [-1.060, -3.422, 7.053], [0.157, -0.157, 4.749], [-3.961, 7.773, -2.154], [-5.608, 6.572, -2.864], [-4.644, 8.572, -3.944], [-3.215, -1.306, -1.285], [2.898, 3.761, -2.785], [0.973, 4.592, -2.872], [-3.623, 6.103, -4.465], [-3.005, -3.362, -0.456], [1.158, 6.589, -4.401], [-2.643, -0.536, -1.786], [1.118, -3.251, -0.190], [0.277, 1.151, -1.580], [1.858, 3.263, -1.040], [0.450, 3.169, 0.883], [1.968, 3.859, -2.239], [1.196, 5.097, -4.189], [-1.926, -3.529, -0.421], [-1.832, -2.145, 2.288], [-2.669, 5.037, -2.479], [1.731, -1.625, 3.751], [-4.859, 5.989, -1.384], [4.131, 2.627, -0.993], [-0.713, 0.876, -1.943], [-4.602, 6.201, -4.949], [-1.755, -4.506, 0.046], [-1.886, 3.465, 0.435], [-0.646, 2.191, -3.614], [-0.847, -0.063, 5.709], [-1.483, 1.101, 5.914], [0.738, -2.949, 0.792], [-0.664, -2.370, 6.314], [-4.549, 8.482, -1.574], [-3.158, 0.053, -2.926], [-1.259, -1.136, 6.477], [-0.855, -0.678, -0.108], [-2.874, 1.504, -4.507], [-4.123, -0.283, -3.296], [0.816, 4.475, -4.995], [0.746, 6.966, -5.329], [-1.945, 7.420, -4.001], [-4.647, 6.431, -2.354], [3.138, 5.970, -3.614], [2.592, 1.278, -0.031], [-3.257, 9.280, -3.429], [-2.943, 7.474, -4.430], [2.463, 5.845, -4.449], [-1.392, -0.143, -1.223], [-1.438, -1.308, 2.883], [0.937, -3.701, 5.220], [0.555, 0.468, 1.249], [-3.033, 5.429, -5.084], [-1.562, -3.580, -1.451], [-3.734, 8.385, -3.520], [0.673, 1.330, 3.678], [-2.470, 1.056, -3.604], [0.737, -3.829, 1.445], [-0.473, 4.065, -1.048], [-4.079, 4.242, -0.750], [-2.907, -1.979, 2.159], [-0.988, -2.221, 0.594]], "forces_ev_per_angstrom": [[0.00, 0.00, 0.00], [-0.01, 0.05, -0.05], [-0.07, 0.03, -0.23], [-0.01, -0.02, 0.02], [0.04, 0.07, -0.09], [0.05, -0.07, 0.05], [0.00, 0.06, -0.05], [-0.06, -0.13, -0.15], [-0.08, 0.02, -0.04], [-0.01, 0.00, -0.01], [-0.01, -0.01, -0.01], [0.01, -0.01, 0.01], [0.02, -0.01, 0.00], [0.05, -0.01, -0.06], [-0.04, 0.06, 0.01], [-0.02, -0.02, 0.02], [0.07, 0.11, 0.08], [-0.01, 0.06, 0.04], [0.00, 0.00, 0.01], [0.05, -0.03, -0.07], [0.00, -0.01, -0.08], [0.00, 0.02, 0.02], [-0.04, 0.00, -0.01], [0.00, 0.00, 0.02], [-0.02, 0.01, 0.02], [0.01, 0.03, 0.07], [0.00, -0.02, -0.06], [0.00, -0.01, 0.03], [-0.01, -0.01, 0.00], [0.03, 0.07, 0.12], [-0.01, 0.02, 0.04], [-0.12, -0.02, -0.06], [0.15, 0.04, -0.05], [0.11, -0.05, 0.53], [0.08, -0.07, -0.03], [0.03, 0.03, -0.03], [0.02, 0.03, 0.06], [0.08, 0.09, -0.02], [-0.04, 0.00, -0.05], [0.00, 0.00, -0.02], [0.01, 0.04, -0.05], [-0.03, 0.03, 0.05], [0.22, -0.04, 0.06], [0.02, 0.00, 0.01], [-0.02, 0.02, -0.04], [0.02, 0.01, -0.01], [0.05, 0.04, -0.03], [0.01, 0.02, -0.07], [-0.02, 0.01, 0.03], [-0.11, -0.17, -0.02], [0.03, -0.05, -0.02], [-0.02, -0.01, 0.01], [-0.03, -0.01, -0.03], [-0.06, 0.03, 0.02], [0.04, 0.04, -0.07], [0.02, -0.02, 0.03], [0.01, 0.01, 0.01], [0.00, -0.01, -0.01], [0.00, 0.00, 0.01], [0.01, -0.01, 0.00], [-0.06, 0.03, 0.09], [-0.01, -0.01, -0.02], [0.05, 0.11, 0.05], [0.02, 0.03, 0.00], [-0.04, 0.04, 0.05], [-0.02, -0.02, 0.03], [-0.03, -0.18, 0.00], [-0.07, -0.17, -0.15], [0.02, -0.06, 0.00], [-0.06, 0.01, -0.09], [0.02, 0.00, 0.01], [0.01, 0.03, 0.04], [0.03, -0.04, 0.01], [0.01, -0.05, 0.07], [0.04, 0.02, 0.03], [-0.01, 0.02, -0.03], [-0.21, 0.04, -0.04], [-0.07, -0.02, 0.05], [0.03, 0.00, 0.01], [-0.06, 0.02, 0.06]]}



Question: What is the formula in the third record?
Answer: C32H32AgF6N4O3SeSi